[1]
The following is a DFT calculation (ωB97M-V/def2-TZVPD) of a 11-piece molecular cluster, C33H75Cl12N3O11P2 overall at a distorted geometry.

The geometry in XYZ format:
```
136
Properties=species:S:1:pos:R:3:forces:R:3:lowdin_charge:R:1
C -11.069 13.574 23.154 1.6 0.1 -0.7 -0.082
C -11.890 12.873 24.215 1.0 0.0 0.0 -0.223
O -13.294 13.167 24.170 -0.7 1.3 0.9 -0.195
P -13.818 14.086 25.380 -0.5 0.5 -0.1 0.457
O -13.744 13.458 26.705 -0.1 0.3 -0.5 -0.217
O -12.958 15.447 25.214 -0.8 -1.5 -0.6 -0.195
C -13.106 16.455 26.192 0.6 1.0 1.1 -0.276
C -12.010 17.480 25.910 0.0 0.1 0.5 -0.054
O -15.326 14.553 24.983 1.3 -1.1 0.5 -0.185
C -15.681 14.858 23.633 -0.7 1.4 0.3 -0.271
C -16.972 15.681 23.637 -0.4 0.0 -1.1 -0.052
H -11.262 13.373 22.103 -0.7 -0.1 0.3 0.039
H -10.939 14.654 23.213 -0.6 0.0 0.7 0.044
H -10.032 13.223 23.224 0.0 -0.3 0.5 0.095
H -11.813 11.788 24.177 0.0 0.1 -0.3 0.092
H -11.447 13.126 25.183 -0.3 0.1 0.1 0.123
H -14.092 16.925 26.243 -0.2 -0.2 -0.7 0.120
H -12.977 16.032 27.192 0.1 -0.2 -0.1 0.117
H -11.080 17.179 26.393 0.1 -0.2 -0.3 0.080
H -11.863 17.596 24.837 -0.1 0.0 0.0 0.051
H -12.234 18.458 26.338 -0.2 0.0 -0.1 0.078
H -14.897 15.472 23.186 0.2 -0.2 -0.1 0.087
H -15.852 13.937 23.089 0.1 -0.1 -0.1 0.074
H -17.031 16.574 24.257 0.4 -0.4 0.6 0.080
H -17.126 16.128 22.649 0.3 -0.3 -0.3 0.077
H -17.849 15.043 23.747 0.0 0.1 0.5 0.075
C -10.207 8.465 21.823 0.1 0.3 0.6 -0.048
C -10.491 9.719 22.682 0.8 -2.9 -0.4 -0.300
O -11.087 10.711 21.899 -1.0 1.0 0.0 -0.161
P -12.679 10.716 21.761 0.4 1.6 -1.8 0.470
O -13.516 10.197 22.852 0.9 -0.3 -0.7 -0.225
O -12.862 12.266 21.373 -0.1 -1.3 0.5 -0.205
C -14.147 12.909 21.515 0.6 0.2 -0.5 -0.289
C -14.618 13.348 20.147 -1.4 -0.4 0.8 -0.062
O -12.935 10.013 20.350 -0.1 -0.6 1.1 -0.182
C -12.150 10.287 19.194 -0.5 0.2 -1.9 -0.274
C -12.361 9.126 18.215 0.2 0.3 1.1 -0.093
H -10.116 7.614 22.500 0.2 0.0 -0.1 0.071
H -11.034 8.258 21.145 0.2 0.0 -0.2 0.065
H -9.251 8.564 21.308 -0.2 0.0 -0.4 0.068
H -11.090 9.449 23.587 0.7 0.2 -3.4 0.019
H -9.502 9.997 23.049 -0.2 1.0 -0.2 0.097
H -14.833 12.227 22.016 -0.1 0.1 -0.1 0.065
H -14.001 13.758 22.165 0.3 0.0 -0.1 0.043
H -15.074 12.483 19.662 0.5 0.0 -0.6 0.032
H -15.493 13.982 20.327 0.2 0.4 -0.1 0.078
H -13.872 13.888 19.571 0.1 -0.2 0.0 0.079
H -12.566 11.157 18.677 0.0 0.3 0.4 0.095
H -11.101 10.498 19.389 0.0 -0.3 0.4 0.078
H -11.953 9.353 17.233 0.2 0.0 0.1 0.016
H -11.882 8.254 18.661 -0.2 -0.3 -0.4 0.066
H -13.437 9.000 18.111 0.1 -0.3 0.0 0.043
C -4.610 9.108 22.291 -0.3 0.0 0.1 -0.056
N -5.912 9.600 22.719 0.5 -0.1 -0.7 -0.186
C -6.795 8.579 23.261 0.6 -0.9 0.5 -0.039
C -6.144 10.919 22.864 -2.1 0.2 0.3 -0.329
O -7.190 11.341 23.346 0.5 0.1 -0.2 -0.010
H -4.153 8.635 23.162 0.4 -0.2 -0.3 0.090
H -3.968 9.902 21.913 -0.1 0.2 0.3 0.085
H -4.718 8.404 21.464 0.0 -0.2 0.2 0.088
H -6.249 8.094 24.078 -0.2 0.2 0.4 0.094
H -7.770 8.886 23.621 0.3 0.6 0.0 0.069
H -6.955 7.724 22.599 0.1 0.4 -0.7 0.090
H -5.431 11.640 22.442 0.5 -0.5 0.0 0.136
C -9.052 12.166 19.532 -0.4 0.3 0.6 -0.062
N -8.759 13.470 18.974 0.3 -0.6 0.1 -0.173
C -7.544 13.576 18.179 -0.1 0.9 0.2 -0.031
C -9.659 14.464 19.129 1.5 0.4 -0.6 -0.328
O -9.486 15.594 18.686 -0.7 -0.5 0.3 -0.001
H -9.885 12.278 20.230 -0.6 -0.1 -0.6 0.064
H -8.337 11.794 20.271 0.8 0.0 -0.7 0.097
H -9.252 11.488 18.700 0.0 -0.4 0.4 0.038
H -6.675 13.450 18.827 0.0 -0.4 -0.1 0.091
H -7.544 12.882 17.338 0.0 -0.2 0.2 0.068
H -7.439 14.581 17.773 -0.3 0.0 0.0 0.085
H -10.490 14.091 19.749 -0.4 0.5 -0.1 0.128
C -12.369 9.538 27.231 -0.5 0.0 0.1 -0.038
N -11.176 10.074 26.583 -1.2 -1.1 0.2 -0.148
C -10.896 9.484 25.279 0.3 1.5 1.6 -0.070
C -10.247 10.751 27.266 1.4 0.6 -0.3 -0.340
O -9.148 11.026 26.804 -0.2 0.0 0.2 0.000
H -12.206 8.499 27.525 -0.1 -0.1 0.0 0.092
H -13.250 9.582 26.589 0.3 -0.2 -0.5 0.056
H -12.733 10.097 28.094 0.7 0.2 0.2 0.094
H -10.085 9.999 24.780 0.3 0.3 1.2 0.072
H -10.621 8.428 25.272 -0.4 -0.2 0.2 0.125
H -11.735 9.728 24.633 -0.9 -0.4 1.3 0.060
H -10.510 11.089 28.278 -0.4 -0.2 -0.1 0.139
Cl -15.590 8.896 24.819 0.1 -0.3 0.0 0.595
C -15.410 10.653 24.753 -0.7 1.1 -0.1 -0.703
C -16.721 11.359 25.118 1.2 -1.3 0.2 -0.636
Cl -17.101 10.994 26.833 -0.3 0.3 -0.2 0.544
H -15.193 10.915 23.721 0.1 -0.1 0.2 0.010
H -14.586 10.991 25.379 0.0 -0.2 0.1 0.051
H -17.456 10.888 24.469 -0.5 0.6 0.2 0.041
H -16.566 12.426 24.989 -0.4 0.0 0.1 0.051
Cl -17.092 7.917 19.947 0.0 -0.2 0.3 0.576
C -17.770 9.453 20.511 0.6 1.4 -1.1 -0.680
C -16.711 10.349 21.134 -0.1 -1.0 1.3 -0.636
Cl -17.548 11.840 21.647 0.0 0.3 -0.1 0.632
H -18.606 9.360 21.197 0.0 -0.4 -0.1 0.073
H -18.051 10.003 19.612 -0.6 -0.3 0.0 0.053
H -15.839 10.601 20.537 -0.2 -0.1 -0.3 0.040
H -16.381 9.863 22.054 0.3 0.2 0.0 0.045
Cl -8.821 8.792 17.941 0.1 -0.2 0.2 0.587
C -8.550 8.391 16.233 -0.2 0.0 -0.6 -0.637
C -9.486 9.188 15.332 0.4 0.2 0.1 -0.621
Cl -9.235 10.956 15.558 -0.2 -0.2 0.0 0.526
H -8.732 7.326 16.090 -0.1 0.0 0.1 0.076
H -7.503 8.565 15.994 -0.1 0.2 0.1 0.070
H -10.532 8.959 15.523 0.0 0.1 0.1 0.049
H -9.282 9.020 14.276 0.1 -0.2 0.1 0.072
Cl -11.274 19.308 21.664 0.2 -0.2 0.2 0.566
C -10.457 17.795 22.079 0.7 -1.7 -0.2 -0.675
C -10.865 16.633 21.159 -0.7 0.6 0.1 -0.585
Cl -12.551 16.151 21.661 0.2 0.1 -0.6 0.608
H -10.664 17.469 23.097 -0.4 0.5 0.1 0.035
H -9.369 17.869 22.054 0.0 0.6 -0.4 0.081
H -10.250 15.738 21.203 0.1 0.2 0.7 0.044
H -10.849 16.882 20.100 -0.4 0.3 0.1 0.057
Cl -12.464 5.605 24.247 0.1 0.5 -0.7 0.554
C -12.521 6.662 22.793 -1.1 0.9 -0.9 -0.674
C -13.832 6.501 22.007 0.6 -1.2 0.5 -0.640
Cl -13.755 4.991 21.071 0.0 -0.9 -0.3 0.535
H -11.676 6.512 22.130 -0.1 -0.6 0.4 0.035
H -12.523 7.723 23.051 0.2 -0.1 0.7 0.046
H -14.036 7.195 21.197 0.1 0.8 0.7 0.045
H -14.619 6.347 22.742 -0.3 0.5 -0.3 0.053
Cl -15.544 10.710 17.392 -0.1 0.0 -0.1 0.609
C -15.258 12.147 16.378 -0.7 1.0 0.4 -0.657
C -14.470 11.857 15.144 0.2 -0.2 -0.4 -0.631
Cl -12.800 11.480 15.632 0.3 -0.1 -0.3 0.589
H -14.783 12.888 17.022 0.4 -0.2 -0.1 0.058
H -16.208 12.634 16.148 -0.2 -0.5 -0.2 0.081
H -14.430 12.686 14.439 0.0 0.3 0.4 0.078
H -14.859 11.034 14.546 0.0 -0.2 0.4 0.075
```
Forces are in eV/Å.

Computed properties:
Charge: 0
Total energy: -231282.189 eV
HOMO energy: -9.09 eV
Frontier orbital gap: 9.288 eV
E_LUMO: 0.20 eV
Strongest force on any atom: 0.067 hartree/bohr
Multiplicity: 1

***

[2]
The following is a DFT calculation (ωB97M-V/def2-TZVPD) of a 9-piece molecular cluster, C33H75O18P3 overall at a distorted geometry.

The geometry in XYZ format:
```
129
Properties=species:S:1:pos:R:3:forces:R:3:lowdin_charge:R:1
C -0.142 -7.346 -0.351 0.7 0.4 -1.4 -0.060
O -1.400 -6.727 -0.747 -0.7 -0.7 1.1 -0.196
P -2.383 -6.108 0.332 -1.7 -1.6 -1.8 0.377
O -1.734 -5.367 1.365 1.2 1.7 2.1 -0.208
O -3.325 -5.256 -0.649 0.4 -1.8 0.4 -0.211
C -4.175 -4.252 -0.112 1.0 1.0 -0.3 -0.093
O -3.318 -7.287 0.942 1.2 0.5 -1.1 -0.208
C -4.045 -7.106 2.150 -1.3 -0.5 0.1 -0.101
H 0.551 -6.829 -1.015 0.3 -0.2 0.2 0.061
H -0.102 -8.396 -0.645 -0.5 0.0 0.2 0.091
H 0.252 -7.223 0.658 -0.9 0.3 0.2 0.094
H -3.657 -3.378 -0.507 -0.8 0.7 0.2 0.088
H -4.124 -4.182 0.975 -0.2 -0.2 0.0 0.076
H -5.193 -4.314 -0.497 0.2 -0.3 0.1 0.095
H -4.980 -7.650 2.015 -0.2 0.1 -0.3 0.087
H -4.334 -6.069 2.317 0.4 0.0 0.3 0.080
H -3.623 -7.606 3.022 0.7 0.5 -0.1 0.089
C 0.179 2.168 0.222 0.3 1.0 0.1 -0.087
O -0.063 0.762 0.345 0.9 -0.8 0.5 -0.227
P 1.041 -0.430 0.605 1.0 1.6 1.1 0.546
O 1.637 -0.971 -0.634 -0.5 0.3 0.9 -0.244
O 0.295 -1.478 1.574 1.1 2.1 -0.5 -0.217
C -0.963 -2.076 1.281 0.3 -1.3 -0.9 -0.093
O 2.184 0.291 1.664 -3.1 -1.5 -1.6 -0.224
C 3.364 0.741 1.058 1.7 -0.1 -0.7 -0.161
H -0.028 2.743 1.125 -0.6 -0.6 0.5 0.083
H -0.432 2.601 -0.570 -0.1 -0.5 -0.1 0.066
H 1.187 2.538 0.037 0.5 -1.0 -0.4 0.069
H -0.722 -3.032 0.815 -0.2 -0.3 0.3 0.073
H -1.542 -1.574 0.506 -0.2 0.6 0.5 0.086
H -1.469 -2.280 2.225 -0.1 0.4 -0.2 0.085
H 4.157 0.000 1.161 0.0 -0.2 0.2 0.089
H 3.739 1.649 1.530 -0.4 0.1 0.2 0.080
H 3.324 0.897 -0.020 -0.5 0.2 0.0 0.076
C -6.578 3.322 4.041 1.5 0.9 0.2 -0.056
O -5.757 4.138 3.129 1.0 -0.6 -0.6 -0.245
P -4.159 3.900 2.955 0.2 0.8 -0.4 0.523
O -3.352 3.932 4.210 -1.1 -0.1 -1.7 -0.252
O -3.832 5.105 1.815 -1.5 -2.2 1.7 -0.206
C -2.523 5.384 1.423 2.3 0.3 -0.3 -0.153
O -4.002 2.517 2.102 -0.9 2.0 0.1 -0.239
C -3.928 1.257 2.737 1.3 -0.6 0.5 -0.118
H -7.434 3.970 4.230 0.0 -0.5 0.1 0.092
H -5.951 3.196 4.924 -0.4 0.1 0.4 0.080
H -6.814 2.315 3.698 -0.2 0.3 -0.6 0.084
H -2.365 5.715 0.397 -1.2 -0.3 -0.4 0.059
H -1.817 4.557 1.504 -0.3 -0.4 0.3 0.076
H -2.034 6.211 1.938 -0.5 0.0 0.8 0.090
H -4.143 1.254 3.805 -0.2 0.3 0.0 0.085
H -2.874 0.994 2.646 0.0 -0.5 0.1 0.087
H -4.531 0.493 2.248 -0.2 0.4 -0.2 0.089
C 6.125 -0.611 -2.122 0.3 1.6 -0.6 -0.165
C 5.286 -1.840 -1.878 -0.1 0.4 1.2 -0.174
C 5.366 -2.616 -3.148 -0.3 -0.4 -0.7 -0.213
O 6.493 -2.102 -3.847 0.0 0.1 -0.5 -0.131
C 6.580 -0.694 -3.579 1.0 -1.2 0.2 -0.186
H 6.971 -0.606 -1.434 0.0 0.3 -0.2 0.112
H 5.544 0.306 -2.031 0.1 0.1 0.5 0.100
H 4.301 -1.495 -1.565 -0.2 -0.6 -0.1 0.099
H 5.768 -2.381 -1.063 -0.3 -0.2 0.1 0.113
H 4.461 -2.518 -3.748 -0.1 0.2 -0.2 0.107
H 5.486 -3.686 -2.978 0.3 0.1 -0.2 0.114
H 6.064 -0.060 -4.301 -0.8 -0.2 0.1 0.111
H 7.625 -0.441 -3.756 0.2 0.0 0.3 0.113
C -1.452 -4.560 4.285 0.7 -0.9 0.5 -0.166
C -1.981 -4.246 5.694 1.0 3.3 -1.1 -0.179
C -2.801 -5.415 6.063 -0.6 0.8 1.3 -0.266
O -2.346 -6.419 5.256 0.9 -3.0 -0.7 -0.124
C -1.175 -6.048 4.522 -1.3 0.9 -1.6 -0.184
H -0.544 -4.122 3.869 0.0 0.7 0.6 0.115
H -2.191 -4.479 3.487 -0.2 0.0 0.3 0.082
H -2.489 -3.281 5.707 -0.4 0.0 0.1 0.108
H -1.140 -4.058 6.362 0.1 -0.5 0.1 0.115
H -3.880 -5.301 5.962 -0.1 0.2 -0.5 0.121
H -2.680 -5.561 7.137 0.3 -0.7 0.2 0.116
H -1.223 -6.461 3.515 0.0 -0.8 0.3 0.092
H -0.200 -6.280 4.952 -0.2 0.0 0.6 0.122
C -3.886 3.783 -3.711 -1.9 3.0 -0.8 -0.203
C -3.990 2.587 -2.812 0.7 0.0 -2.1 -0.161
C -2.569 2.648 -2.303 0.7 -0.9 0.6 -0.203
O -1.684 3.317 -3.246 -0.5 0.2 0.4 -0.150
C -2.457 4.106 -4.187 -1.2 -2.0 1.1 -0.159
H -4.301 4.567 -3.077 0.6 0.8 0.1 0.106
H -4.591 3.877 -4.537 -0.1 -0.7 -0.3 0.111
H -4.181 1.756 -3.490 0.1 -0.6 0.6 0.113
H -4.801 2.719 -2.096 0.4 -0.2 0.1 0.120
H -2.190 1.635 -2.166 0.4 0.1 0.1 0.119
H -2.576 3.141 -1.331 0.3 0.3 0.1 0.104
H -2.287 3.690 -5.180 0.1 0.1 -0.1 0.115
H -2.269 5.180 -4.205 0.4 -0.1 0.4 0.099
C -0.779 6.269 -1.923 -0.6 0.5 -0.8 -0.184
C -0.379 7.488 -1.105 0.3 0.1 0.3 -0.180
C 1.145 7.325 -0.907 -2.7 -1.5 -0.9 -0.131
O 1.507 6.387 -2.030 1.8 1.2 1.8 -0.149
C 0.405 6.013 -2.827 -0.5 1.2 0.4 -0.221
H -1.626 6.535 -2.556 -0.4 -0.5 0.3 0.106
H -0.962 5.404 -1.286 -0.2 0.0 0.0 0.097
H -0.945 7.516 -0.174 0.2 0.0 0.2 0.095
H -0.471 8.485 -1.536 -0.8 -0.3 -0.7 0.109
H 1.183 6.857 0.077 1.3 -0.3 -0.2 0.107
H 1.449 8.372 -0.895 1.5 -0.6 -0.5 0.113
H 0.478 5.006 -3.235 0.3 -0.1 0.5 0.119
H 0.328 6.693 -3.676 0.1 0.1 -0.3 0.117
C 4.830 4.739 1.080 0.2 -0.7 1.2 -0.155
C 3.932 4.508 -0.139 0.8 1.1 -0.5 -0.143
C 5.000 4.057 -1.189 -1.4 -0.3 1.0 -0.173
O 5.873 3.277 -0.388 0.9 -0.5 -1.6 -0.161
C 6.079 3.835 0.883 -0.5 0.0 -0.2 -0.205
H 4.335 4.344 1.967 -0.2 0.5 0.2 0.099
H 5.091 5.784 1.241 0.0 -0.1 -0.1 0.106
H 3.470 5.452 -0.429 -0.1 0.0 -0.2 0.086
H 3.107 3.840 0.107 0.4 -0.5 -0.4 0.084
H 5.439 4.921 -1.689 0.5 0.3 0.4 0.116
H 4.615 3.449 -2.007 0.0 -0.3 0.3 0.115
H 7.053 4.309 1.005 0.0 0.7 -0.5 0.109
H 6.177 2.972 1.542 -0.5 0.0 0.4 0.108
C 1.712 -4.357 -2.055 -0.1 0.1 2.2 -0.207
C 0.906 -4.268 -3.324 1.6 0.9 0.1 -0.137
C 2.088 -4.067 -4.274 -1.2 0.6 -0.7 -0.224
O 3.238 -4.663 -3.718 0.5 -1.6 0.5 -0.134
C 2.995 -5.103 -2.362 -1.6 0.6 0.2 -0.179
H 1.081 -4.742 -1.254 0.3 -0.4 0.3 0.095
H 2.128 -3.440 -1.639 -1.0 0.9 -0.6 0.100
H 0.286 -3.377 -3.222 -0.4 -0.3 -0.5 0.118
H 0.389 -5.180 -3.623 -0.3 0.1 0.5 0.116
H 2.273 -3.005 -4.438 0.2 0.2 0.1 0.112
H 1.791 -4.473 -5.241 0.7 -0.3 -0.2 0.114
H 3.781 -4.782 -1.679 0.3 0.1 -0.4 0.113
H 2.750 -6.128 -2.083 0.7 -0.9 -1.3 0.104
```
Forces are in eV/Å.

Computed properties:
Charge: 0
Total energy: -100158.050 eV
HOMO energy: -9.03 eV
Frontier orbital gap: 9.151 eV
E_LUMO: 0.12 eV
Strongest force on any atom: 0.074 hartree/bohr
ΔE to the lowest compared entry with this formula, charge and spin: 92.62 kJ/mol
Multiplicity: 1